(1)
# C26H26N2O4PTl

A structure of composition C26H26N2O4PTl (ωB97M-V/def2-TZVPD, the Open Molecules 2025 dataset).

XYZ file:
```
60
Properties=species:S:1:pos:R:3:forces:R:3:nbo_charge:R:1
Tl 2.213 0.290 0.153 0.0 -0.2 0.0 0.844
O -0.062 -1.062 -0.171 0.0 -0.1 0.0 -1.138
P -0.980 -2.236 -0.028 0.1 0.3 0.0 1.941
C -0.085 -3.792 0.098 0.1 -0.1 0.0 -0.359
C -0.742 -4.996 0.355 0.0 0.0 0.0 -0.212
C -0.021 -6.174 0.458 0.0 0.0 0.0 -0.201
C 1.362 -6.155 0.308 0.0 0.0 0.0 -0.192
C 2.020 -4.962 0.055 0.0 0.0 0.0 -0.209
C 1.297 -3.779 -0.051 0.0 0.0 0.0 -0.197
C -2.133 -2.425 -1.389 -0.1 0.0 -0.2 -0.362
C -3.182 -1.510 -1.502 0.0 0.0 0.0 -0.194
C -4.034 -1.558 -2.593 0.0 0.0 0.0 -0.210
C -3.841 -2.518 -3.580 0.0 0.0 0.0 -0.187
C -2.798 -3.425 -3.479 0.0 0.0 0.0 -0.202
C -1.941 -3.379 -2.387 -0.1 0.0 0.0 -0.205
C -1.993 -2.108 1.453 -0.1 0.0 0.1 -0.442
C -3.218 -2.762 1.584 0.0 0.0 0.0 -0.197
C -3.940 -2.660 2.763 0.0 0.0 0.0 -0.202
C -3.445 -1.899 3.815 0.0 0.0 0.0 -0.191
C -2.231 -1.239 3.688 0.0 0.0 0.0 -0.226
C -1.506 -1.342 2.510 0.0 0.0 0.0 -0.114
H -1.819 -5.017 0.477 0.0 0.0 0.0 0.220
H -0.535 -7.105 0.658 0.0 0.0 0.0 0.218
H 1.925 -7.076 0.391 0.0 0.0 0.0 0.218
H 3.096 -4.948 -0.061 0.0 0.0 0.0 0.221
H 1.800 -2.842 -0.251 0.0 0.0 0.0 0.231
H -3.330 -0.758 -0.736 0.0 0.0 0.0 0.227
H -4.844 -0.846 -2.676 0.0 0.0 0.0 0.221
H -4.507 -2.554 -4.433 0.0 0.0 0.0 0.219
H -2.645 -4.166 -4.252 0.0 0.0 0.0 0.219
H -1.125 -4.086 -2.314 0.0 0.0 0.0 0.226
H -3.618 -3.339 0.759 0.0 0.0 0.0 0.221
H -4.893 -3.165 2.858 0.0 0.0 0.0 0.218
H -4.014 -1.814 4.732 0.0 0.0 0.0 0.218
H -1.851 -0.639 4.505 0.0 0.0 0.0 0.221
H -0.564 -0.819 2.399 0.0 0.0 0.0 0.224
C 4.855 4.196 0.381 0.0 0.0 0.0 -0.613
C 3.647 4.911 0.974 0.0 0.0 0.0 -0.373
C 2.348 4.690 0.178 0.0 -0.1 -0.1 -0.268
C 1.180 5.426 0.858 0.0 0.0 0.0 -0.372
C -0.156 5.235 0.150 0.0 0.0 0.0 -0.616
C 2.539 5.280 -1.207 0.0 0.0 0.0 0.712
O 2.807 6.452 -1.370 0.0 0.0 -0.1 -0.605
N 2.391 4.425 -2.265 0.0 0.0 0.1 -0.663
C 2.170 3.039 -2.202 -0.1 -0.1 0.1 0.790
O 2.143 2.409 -3.237 0.1 -0.1 0.0 -0.614
N 1.978 2.477 -0.965 0.0 0.2 -0.2 -0.793
C 2.038 3.201 0.159 0.0 0.0 0.1 0.703
O 1.866 2.628 1.253 0.0 0.0 0.0 -0.727
H 5.752 4.403 0.964 0.0 0.0 0.0 0.218
H 5.051 4.517 -0.644 0.0 0.0 0.0 0.208
H 4.714 3.112 0.373 0.0 0.0 0.0 0.201
H 3.824 5.987 1.006 0.0 0.0 0.0 0.224
H 3.461 4.566 1.991 0.0 0.0 0.0 0.221
H 1.443 6.485 0.892 0.0 0.0 0.0 0.223
H 1.123 5.056 1.882 0.0 0.0 0.0 0.221
H -0.121 5.597 -0.881 0.0 0.0 0.0 0.207
H -0.947 5.785 0.660 0.0 0.0 0.0 0.216
H -0.449 4.182 0.126 0.0 0.0 0.0 0.210
H 2.529 4.803 -3.190 0.0 0.0 0.0 0.424
```
Positions in Å, forces in eV/Å.

The calculation puts the lowest unoccupied orbital energy at 0.3 eV. The total energy comes out at -52540.463 eV. Its HOMO energy is -8.74 eV. The value obtained for the HOMO-LUMO gap is 9.032 eV. The energy above the lowest of the compared OMol25 structures with the same formula, charge and spin comes out at 2.1 kcal/mol.

---

(2)
# C26H26N2O7

A cluster of 3 separate species, C26H26N2O7 in total (ωB97M-V/def2-TZVPD, the Open Molecules 2025 dataset).

XYZ file:
```
61
Properties=species:S:1:pos:R:3:forces:R:3:nbo_charge:R:1
C 3.418 0.155 1.444 0.1 -0.1 0.0 -0.425
C 3.155 -1.156 1.293 0.0 0.3 -0.1 -0.169
C 1.883 -1.786 0.772 1.1 0.9 -1.1 -0.458
C 0.749 -0.852 0.365 -0.7 -1.4 -0.5 0.252
C -0.367 -1.758 -0.275 -0.4 0.0 0.9 -0.442
C -1.609 -1.893 0.586 0.3 0.1 -0.3 -0.027
C -1.632 -2.849 1.595 -0.3 0.1 0.0 -0.242
C -2.756 -2.964 2.404 0.2 0.0 -0.1 -0.199
C -3.833 -2.114 2.211 -0.1 -0.1 0.2 -0.215
C -3.821 -1.153 1.204 0.0 0.3 -0.2 -0.019
C -4.988 -0.220 1.001 0.3 -0.1 -0.1 -0.628
C -2.700 -1.050 0.388 0.2 -0.5 0.3 -0.155
C 0.231 0.064 1.450 0.3 0.8 0.1 -0.131
O -0.441 1.051 0.615 0.5 0.5 0.4 -0.521
C 0.575 1.303 -0.278 -0.4 -0.4 -0.2 0.982
O 0.951 2.378 -0.620 -0.3 -0.3 -0.4 -0.567
O 1.103 0.114 -0.661 0.8 0.5 0.5 -0.509
H 3.912 0.516 2.342 1.3 -0.2 -0.7 0.208
H 3.183 0.911 0.700 -1.3 0.1 0.5 0.210
H 3.947 -1.862 1.543 -0.6 -0.2 1.3 0.205
H 1.479 -2.409 1.574 0.1 -0.1 0.0 0.236
H 2.132 -2.446 -0.065 -0.3 -0.1 0.0 0.225
H -0.621 -1.372 -1.259 0.0 0.0 0.0 0.242
H 0.024 -2.770 -0.376 0.2 0.1 -0.3 0.214
H -0.785 -3.508 1.751 0.0 0.0 -0.1 0.203
H -2.784 -3.722 3.177 0.0 0.0 0.0 0.213
H -4.695 -2.198 2.861 0.0 0.0 -0.1 0.210
H -5.918 -0.785 0.949 -0.1 0.1 0.1 0.220
H -4.857 0.337 0.073 -0.1 -0.1 -0.1 0.219
H -5.041 0.522 1.799 -0.1 -0.1 0.1 0.221
H -2.637 -0.325 -0.414 -0.2 0.1 0.0 0.212
H 1.025 0.645 1.926 0.3 -0.5 0.1 0.206
H -0.354 -0.346 2.266 -0.6 -0.1 -0.5 0.236
O 3.592 6.142 5.788 0.0 0.0 0.0 -0.379
N 3.824 6.125 4.596 0.0 0.0 0.0 0.520
O 4.686 6.784 4.051 0.0 0.0 0.0 -0.377
C 3.002 5.242 3.751 -0.1 -0.1 -0.1 0.081
C 1.991 4.505 4.340 -0.1 -0.1 0.1 -0.215
C 1.209 3.690 3.537 0.1 0.0 -0.1 -0.217
C 1.446 3.621 2.169 0.0 0.1 0.3 -0.180
C 2.471 4.364 1.600 0.0 0.0 0.0 -0.200
C 3.258 5.184 2.393 0.1 0.0 -0.2 -0.216
H 1.815 4.566 5.404 0.1 0.1 0.0 0.247
H 0.410 3.110 3.979 0.0 0.0 0.0 0.218
H 0.830 2.995 1.548 -0.1 0.1 0.0 0.231
H 2.651 4.304 0.536 0.0 0.0 0.0 0.233
H 4.056 5.768 1.960 0.0 0.0 0.1 0.248
O -3.848 -1.971 -4.692 0.0 0.0 0.0 -0.368
N -2.751 -2.052 -4.181 0.0 0.0 0.0 0.522
O -2.529 -1.909 -2.995 0.0 0.0 0.1 -0.387
C -1.605 -2.339 -5.061 0.1 0.0 -0.1 0.084
C -1.822 -2.472 -6.419 -0.1 0.0 -0.2 -0.211
C -0.737 -2.722 -7.245 0.1 0.0 0.1 -0.207
C 0.537 -2.838 -6.706 0.0 0.0 0.0 -0.178
C 0.732 -2.709 -5.337 0.0 0.0 -0.1 -0.207
C -0.345 -2.457 -4.503 0.1 0.0 0.1 -0.211
H -2.816 -2.380 -6.829 0.0 0.0 0.1 0.250
H -0.887 -2.824 -8.311 0.0 0.0 0.0 0.224
H 1.382 -3.028 -7.355 0.0 0.0 0.0 0.221
H 1.724 -2.802 -4.918 0.0 0.0 0.0 0.223
H -0.203 -2.353 -3.438 -0.1 0.0 0.0 0.244
```
Positions in Å, forces in eV/Å.

The calculation puts the lowest unoccupied orbital energy at -0.6 eV. The total energy comes out at -44689.499 eV. Its HOMO energy is -9.07 eV. The value obtained for the HOMO-LUMO gap is 8.436 eV. The energy above the lowest of the compared OMol25 structures with the same formula, charge and spin comes out at 217.4 kcal/mol.

---

(3)
# C26H26N4O4

An isolated molecule of C26H26N4O4 (ωB97M-V/def2-TZVPD, the Open Molecules 2025 dataset).

XYZ file:
```
60
Properties=species:S:1:pos:R:3:forces:R:3:nbo_charge:R:1
C -4.428 -1.722 -2.763 0.0 0.3 0.3 -0.639
C -4.833 -0.522 -1.913 -0.3 -0.2 -0.4 -0.060
O -3.841 -0.167 -0.971 0.3 0.0 0.4 -0.500
C -3.691 -0.898 0.166 0.3 0.1 0.2 0.281
C -4.490 -1.957 0.576 -0.1 0.1 -0.2 -0.293
C -4.233 -2.603 1.775 0.0 0.0 0.0 -0.179
C -3.182 -2.211 2.582 0.0 0.0 0.1 -0.241
C -2.375 -1.157 2.186 -0.1 0.0 -0.2 -0.181
C -2.616 -0.517 0.986 -0.3 -0.3 -0.1 0.161
N -1.822 0.601 0.593 -0.1 0.1 0.3 -0.470
C -0.975 0.550 -0.482 0.3 0.1 -0.3 0.482
C -0.698 -0.780 -1.145 -0.1 -0.2 -0.1 -0.257
N 0.613 -1.319 -0.835 -0.1 0.1 0.0 -0.433
C 1.723 -0.568 -1.390 0.4 -0.2 -0.1 -0.229
C 3.003 -1.392 -1.222 -0.1 0.3 -0.5 -0.231
N 3.220 -1.668 0.177 -0.1 -0.1 0.0 -0.420
C 4.215 -1.239 0.989 -0.3 -0.2 0.0 0.631
O 4.242 -1.544 2.174 0.3 0.1 0.1 -0.631
C 5.323 -0.422 0.458 1.0 0.1 0.9 0.152
C 6.499 -0.173 1.120 -0.8 -0.3 -0.3 -0.227
C 7.257 0.678 0.289 -0.2 0.2 -0.5 -0.319
C 6.490 0.896 -0.815 0.7 0.2 0.3 0.108
O 5.325 0.240 -0.726 -0.4 0.0 -0.2 -0.402
C 2.102 -2.380 0.759 -0.2 0.0 0.5 -0.220
C 0.824 -1.561 0.582 0.2 -0.4 0.0 -0.242
N -0.316 1.561 -0.919 0.1 -0.4 -0.5 -0.527
C -0.457 2.773 -0.299 -0.3 0.3 0.6 0.251
C 0.258 3.876 -0.780 0.0 0.1 0.1 -0.240
C 0.130 5.098 -0.161 0.1 -0.1 -0.1 -0.177
C -0.704 5.253 0.945 -0.1 0.0 0.1 -0.232
C -1.414 4.179 1.431 0.0 0.0 0.0 -0.138
C -1.296 2.931 0.816 0.3 0.2 -0.3 -0.222
C -2.054 1.788 1.308 -0.1 0.1 0.1 0.668
O -2.828 1.805 2.242 0.0 0.1 0.0 -0.595
H -4.293 -2.609 -2.148 0.0 -0.1 0.0 0.213
H -5.197 -1.921 -3.504 -0.1 -0.1 -0.1 0.219
H -3.492 -1.512 -3.274 0.1 0.0 -0.1 0.215
H -4.931 0.365 -2.545 -0.1 -0.1 0.1 0.199
H -5.794 -0.697 -1.415 0.1 0.1 0.0 0.174
H -5.328 -2.279 -0.022 0.0 0.0 -0.1 0.219
H -4.871 -3.419 2.077 -0.1 -0.1 0.0 0.217
H -2.993 -2.713 3.517 0.0 0.0 0.1 0.220
H -1.560 -0.820 2.809 0.1 0.1 0.0 0.229
H -1.438 -1.526 -0.848 0.0 0.1 -0.1 0.214
H -0.748 -0.636 -2.227 -0.1 0.0 0.1 0.226
H 1.849 0.411 -0.901 0.0 -0.1 -0.1 0.190
H 1.531 -0.398 -2.450 0.0 0.1 0.0 0.207
H 2.873 -2.350 -1.739 0.0 0.1 0.0 0.192
H 3.847 -0.865 -1.655 -0.1 -0.1 0.0 0.238
H 6.766 -0.563 2.080 0.0 -0.1 0.2 0.245
H 8.232 1.074 0.485 0.2 0.1 0.0 0.232
H 6.654 1.480 -1.700 -0.1 0.0 -0.1 0.204
H 1.991 -3.343 0.251 0.0 0.0 0.0 0.194
H 2.317 -2.542 1.816 -0.1 0.0 -0.2 0.251
H 0.920 -0.622 1.153 0.0 0.0 0.0 0.171
H -0.026 -2.125 0.974 0.0 0.0 0.0 0.211
H 0.899 3.739 -1.637 0.1 0.0 -0.1 0.224
H 0.682 5.949 -0.535 0.0 0.1 0.0 0.215
H -0.792 6.220 1.419 0.0 0.1 0.0 0.216
H -2.068 4.269 2.285 0.0 0.0 0.1 0.235
```
Positions in Å, forces in eV/Å.

The calculation puts the lowest unoccupied orbital energy at 0.7 eV. The total energy comes out at -41534.731 eV. Its HOMO energy is -8.44 eV. The value obtained for the HOMO-LUMO gap is 9.093 eV. The energy above the lowest of the compared OMol25 structures with the same formula, charge and spin comes out at 61.3 kcal/mol.